No. 1
{"formula": "C51H62GaO8S", "method": "ωB97M-V/def2-TZVPD", "species": ["C", "C", "C", "C", "C", "C", "C", "C", "C", "C", "C", "C", "Ga", "S", "C", "C", "C", "C", "O", "C", "O", "C", "C", "C", "C", "O", "C", "C", "O", "H", "H", "H", "H", "H", "H", "H", "H", "H", "H", "H", "H", "H", "H", "H", "H", "H", "H", "H", "H", "H", "H", "H", "H", "H", "H", "H", "H", "H", "H", "H", "H", "H", "H", "H", "H", "H", "H", "H", "H", "H", "H", "H", "H", "H", "H", "C", "C", "C", "C", "C", "C", "C", "O", "C", "C", "C", "C", "C", "C", "C", "O", "H", "H", "H", "H", "H", "H", "H", "H", "C", "C", "C", "C", "C", "C", "C", "O", "C", "C", "C", "C", "C", "C", "C", "O", "H", "H", "H", "H", "H", "H", "H", "H"], "coordinates": [[-2.48, -1.32, -0.32], [-2.06, -2.75, -0.68], [-1.17, -3.45, 0.36], [0.18, -2.76, 0.61], [0.19, -1.73, 1.74], [0.01, -2.33, 3.15], [-1.10, -1.68, 4.01], [-2.33, -2.57, 4.30], [-3.51, -2.30, 3.36], [-4.00, -0.84, 3.36], [-5.53, -0.72, 3.33], [-6.09, -1.00, 1.92], [-6.66, 0.58, 0.77], [-8.14, 1.87, 2.09], [-5.14, 1.72, 0.02], [-3.95, 2.06, 0.92], [-4.35, 2.59, 2.31], [-4.14, 4.08, 2.52], [-5.27, 4.89, 2.11], [-6.19, 5.13, 3.06], [-6.80, 6.14, 3.14], [-7.82, -0.01, -0.78], [-8.56, -1.35, -0.54], [-10.09, -1.19, -0.40], [-10.60, -1.33, 1.02], [-10.02, -2.49, 1.65], [-10.13, -2.49, 3.00], [-8.80, -2.43, 3.70], [-11.18, -2.51, 3.56], [-3.32, -0.99, -0.93], [-1.65, -0.62, -0.46], [-2.78, -1.25, 0.73], [-2.96, -3.35, -0.82], [-1.53, -2.74, -1.63], [-0.98, -4.47, -0.01], [-1.71, -3.56, 1.30], [0.51, -2.29, -0.32], [0.93, -3.53, 0.84], [1.15, -1.20, 1.69], [-0.57, -0.97, 1.56], [0.95, -2.24, 3.69], [-0.19, -3.41, 3.05], [-1.42, -0.75, 3.53], [-0.67, -1.39, 4.97], [-2.03, -3.62, 4.20], [-2.66, -2.43, 5.33], [-4.35, -2.96, 3.61], [-3.21, -2.58, 2.35], [-3.57, -0.29, 4.21], [-3.63, -0.35, 2.46], [-5.94, -1.45, 4.04], [-5.83, 0.26, 3.70], [-7.00, -1.61, 2.02], [-5.39, -1.62, 1.35], [-7.73, 1.51, 3.31], [-5.57, 2.65, -0.38], [-4.78, 1.15, -0.85], [-3.32, 2.83, 0.45], [-3.31, 1.18, 1.02], [-3.81, 2.07, 3.10], [-5.42, 2.39, 2.47], [-3.92, 4.30, 3.57], [-3.33, 4.47, 1.90], [-6.37, 4.27, 3.72], [-8.56, 0.79, -0.94], [-7.22, -0.05, -1.70], [-8.37, -2.04, -1.36], [-8.19, -1.84, 0.36], [-10.38, -0.19, -0.72], [-10.62, -1.90, -1.04], [-10.34, -0.44, 1.60], [-11.69, -1.44, 1.04], [-8.45, -1.40, 3.69], [-8.91, -2.77, 4.73], [-8.06, -3.03, 3.17], [2.58, -0.91, -7.01], [1.57, -0.98, -6.05], [1.89, -1.13, -4.71], [3.22, -1.22, -4.32], [4.23, -1.16, -5.28], [3.91, -1.00, -6.62], [5.67, -1.28, -4.89], [6.55, -1.21, -5.72], [5.98, -1.47, -3.44], [7.31, -1.62, -3.06], [7.62, -1.79, -1.72], [6.61, -1.82, -0.76], [5.28, -1.67, -1.14], [4.97, -1.51, -2.49], [3.53, -1.36, -2.87], [2.65, -1.37, -2.04], [2.33, -0.79, -8.05], [0.53, -0.92, -6.36], [1.11, -1.18, -3.96], [4.71, -0.95, -7.35], [8.08, -1.58, -3.81], [8.65, -1.89, -1.42], [6.86, -1.94, 0.29], [4.48, -1.69, -0.42], [14.18, 3.75, -1.74], [14.10, 2.39, -2.02], [12.86, 1.77, -2.08], [11.71, 2.50, -1.85], [11.79, 3.86, -1.55], [13.03, 4.48, -1.50], [10.57, 4.67, -1.28], [10.65, 5.86, -1.04], [9.25, 3.97, -1.31], [8.10, 4.69, -1.02], [6.87, 4.06, -1.06], [6.78, 2.71, -1.38], [7.93, 1.99, -1.67], [9.17, 2.62, -1.63], [10.39, 1.81, -1.93], [10.30, 0.64, -2.22], [15.15, 4.23, -1.69], [15.00, 1.81, -2.19], [12.78, 0.71, -2.30], [13.08, 5.54, -1.28], [8.19, 5.74, -0.77], [5.97, 4.62, -0.83], [5.81, 2.22, -1.41], [7.88, 0.94, -1.93]], "mulliken_charge": [-0.350, -0.906, -0.346, -0.746, -0.171, -1.019, -0.438, -1.413, -0.107, 0.300, -1.547, 1.113, -0.493, -0.480, -1.127, 0.111, 1.028, -1.058, -0.321, 0.270, -0.519, -0.699, -0.327, -0.842, -0.377, -0.300, 0.614, -0.600, -0.590, 0.443, 0.388, -0.301, 0.363, 0.356, 0.339, 0.139, 0.036, 0.483, 0.442, -0.048, 0.397, 0.508, 0.365, 0.371, 0.504, 0.399, 0.644, -0.194, 0.685, -0.631, 0.471, 0.374, -1.047, 0.229, 0.012, 0.590, 0.395, 0.623, -0.695, 0.037, -0.623, 0.438, 0.351, 0.282, 0.329, 0.403, 0.395, 0.151, 0.305, 0.384, 0.214, 0.351, 0.002, 0.401, 0.298, -0.472, -0.563, -0.597, 0.164, 0.320, -0.638, 0.421, -0.684, 0.443, -0.548, -0.557, -0.503, -0.705, 0.370, 0.375, -0.676, 0.398, 0.413, 0.635, 0.477, 0.464, 0.371, 0.429, 0.633, -0.475, -0.492, -0.474, 0.081, 0.103, -0.556, 0.538, -0.662, 0.491, -0.732, -0.568, -0.555, -0.309, -0.009, 0.580, -0.659, 0.394, 0.399, 0.471, 0.473, 0.485, 0.399, 0.538, 0.558], "max_force_ha_per_bohr": 0.0180, "total_charge": -1, "gap_ev": 4.6}

No. 2
{"formula": "C3H8NO2P", "method": "ωB97M-V/def2-TZVPD", "species": ["C", "N", "P", "C", "O", "O", "C", "H", "H", "H", "H", "H", "H", "H", "H"], "coordinates": [[-1.50, 2.09, -0.33], [-0.82, 1.38, 0.47], [-0.91, -0.31, 0.04], [-0.43, -1.45, 1.39], [-2.51, -0.94, -0.93], [0.16, -0.34, -1.08], [0.57, -1.59, -1.58], [-1.45, 3.07, -0.17], [-1.98, 1.62, -1.20], [0.59, -1.35, 1.85], [-1.03, -1.46, 2.30], [-0.48, -2.33, 0.85], [1.21, -1.47, -2.47], [-0.39, -2.04, -1.92], [1.07, -2.28, -0.95]], "nbo_charge": [0.039, -0.723, 2.019, -1.005, -1.002, -0.808, -0.283, 0.169, 0.200, 0.258, 0.275, 0.252, 0.204, 0.226, 0.179], "max_force_ha_per_bohr": 0.1433, "total_charge": 0, "gap_ev": 9.0, "smiles": "C=N[P@@](C)(=O)OC", "relative_energy_kcal_mol": 79.3}

No. 3
{"formula": "C18H44GeNO7PTeTi", "method": "ωB97M-V/def2-TZVPD", "species": ["Ti", "C", "O", "C", "C", "O", "C", "H", "H", "H", "H", "H", "H", "H", "H", "H", "H", "C", "C", "O", "P", "O", "Te", "O", "C", "C", "H", "H", "H", "H", "H", "H", "H", "H", "H", "H", "N", "C", "C", "O", "O", "H", "H", "H", "H", "H", "C", "C", "C", "C", "Ge", "C", "C", "C", "C", "H", "H", "H", "H", "H", "H", "H", "H", "H", "H", "H", "H", "H", "H", "H", "H", "H", "H", "H"], "coordinates": [[0.64, 1.46, 0.11], [3.73, 1.15, -0.74], [2.88, 1.50, 0.38], [3.25, 0.70, 1.52], [2.54, 1.37, 2.66], [1.18, 1.54, 2.22], [0.46, 2.40, 3.14], [4.77, 1.26, -0.43], [3.51, 1.82, -1.56], [3.54, 0.13, -1.06], [4.33, 0.69, 1.66], [2.89, -0.32, 1.36], [2.96, 2.36, 2.86], [2.56, 0.77, 3.58], [0.51, 1.96, 4.13], [-0.57, 2.43, 2.81], [0.91, 3.39, 3.13], [-4.27, -2.19, 1.00], [-4.44, -0.72, 1.28], [-3.13, -0.09, 1.46], [-2.45, 0.83, 0.39], [-1.11, 1.24, 1.01], [-1.74, -0.31, -1.61], [-3.45, 2.01, 0.25], [-3.62, 3.12, -0.69], [-3.97, 2.66, -2.08], [-5.25, -2.66, 0.98], [-3.69, -2.66, 1.79], [-3.78, -2.37, 0.04], [-4.95, -0.54, 2.22], [-4.98, -0.19, 0.50], [-2.71, 3.72, -0.65], [-4.43, 3.69, -0.24], [-3.12, 2.20, -2.59], [-4.27, 3.53, -2.67], [-4.80, 1.97, -2.07], [2.03, 5.48, -1.48], [0.80, 4.79, -1.99], [0.46, 3.67, -1.01], [1.15, 3.59, 0.04], [-0.44, 2.84, -1.26], [1.92, 6.49, -1.42], [2.21, 5.10, -0.52], [2.85, 5.29, -2.06], [0.97, 4.39, -2.98], [-0.01, 5.51, -2.03], [-1.26, -4.47, -3.16], [-0.34, -3.89, -2.10], [0.59, -2.82, -2.65], [1.43, -2.10, -1.58], [0.44, -1.09, -0.21], [-0.21, -2.12, 1.34], [0.85, -2.25, 2.45], [2.14, -2.95, 2.02], [1.92, -4.38, 1.55], [-1.91, -5.24, -2.76], [-0.68, -4.92, -3.97], [-1.89, -3.70, -3.61], [0.26, -4.68, -1.65], [-0.95, -3.47, -1.28], [0.02, -2.08, -3.23], [1.27, -3.28, -3.37], [2.12, -1.41, -2.07], [2.03, -2.84, -1.05], [1.36, 1.04, -1.34], [-0.56, -3.10, 1.02], [-1.07, -1.59, 1.75], [0.42, -2.81, 3.28], [1.07, -1.25, 2.84], [2.84, -2.94, 2.86], [2.64, -2.38, 1.22], [1.41, -4.96, 2.32], [2.87, -4.88, 1.34], [1.31, -4.43, 0.65]], "mulliken_charge": [-0.656, -0.878, -0.197, 0.019, -0.971, 0.433, -0.883, 0.363, 0.264, 0.276, 0.652, -0.291, 0.466, 0.450, 0.322, 0.106, 0.309, -0.905, -0.302, -0.408, 0.459, -0.165, -0.215, -0.286, 0.027, -1.070, 0.428, 0.260, 0.158, 0.342, 0.298, 0.078, 0.372, 0.224, 0.417, 0.335, -0.184, -0.733, 1.450, -0.660, -0.602, 0.399, 0.276, 0.380, 0.319, 0.364, -1.549, 0.819, -1.320, 0.010, 0.365, -0.275, -0.659, 0.068, -1.435, 0.405, 0.389, 0.298, 0.184, -0.254, 0.205, 0.561, 0.259, 0.468, 0.038, 0.593, 0.160, 0.638, -0.180, 0.539, -0.153, 0.396, 0.420, 0.173], "max_force_ha_per_bohr": 0.0151, "total_charge": 2, "gap_ev": 7.5, "relative_energy_kcal_mol": 4.7}

No. 4
{"formula": "C3H21NO10", "method": "ωB97M-V/def2-TZVPD", "species": ["N", "C", "C", "O", "C", "O", "O", "H", "H", "H", "H", "H", "H", "H", "O", "H", "H", "O", "H", "H", "O", "H", "H", "O", "H", "H", "O", "H", "H", "O", "H", "H", "O", "H", "H"], "coordinates": [[-0.57, 1.22, 2.01], [-0.68, 0.81, 0.58], [-0.44, 1.99, -0.41], [-1.70, 2.29, -1.03], [0.43, -0.20, 0.33], [0.39, -1.33, -0.11], [1.61, 0.36, 0.58], [0.38, 1.38, 2.32], [-1.19, 2.01, 2.09], [-1.69, 0.47, 0.42], [0.24, 1.72, -1.22], [-0.13, 2.83, 0.21], [-1.92, 3.14, -1.38], [2.36, -0.24, 0.54], [-0.59, -2.69, -2.18], [-0.36, -2.48, -1.26], [-1.14, -1.94, -2.42], [1.69, -0.49, -3.34], [0.94, 0.00, -3.70], [1.44, -1.39, -3.04], [2.50, 2.12, -2.72], [2.39, 2.42, -1.80], [2.16, 1.21, -2.78], [-3.05, -0.12, -1.63], [-3.64, -0.09, -0.85], [-2.73, 0.82, -1.68], [-1.73, -2.54, 1.52], [-1.39, -2.07, 0.75], [-2.25, -3.33, 1.27], [0.38, -1.44, 2.84], [-0.27, -0.73, 2.96], [-0.13, -2.24, 2.79], [1.86, 0.68, 3.86], [2.73, 0.81, 3.45], [1.55, -0.21, 3.60]], "nbo_charge": [-0.857, -0.191, -0.064, -0.782, 0.845, -0.637, -0.702, 0.409, 0.368, 0.240, 0.185, 0.188, 0.502, 0.515, -0.969, 0.488, 0.472, -0.979, 0.480, 0.514, -0.963, 0.461, 0.489, -0.970, 0.467, 0.494, -0.983, 0.494, 0.488, -1.000, 0.496, 0.509, -0.973, 0.467, 0.501], "max_force_ha_per_bohr": 0.0317, "total_charge": 0, "gap_ev": 10.3, "smiles": "N[C@@H](CO)C(=O)O.O.O.O.O.O.O.O", "relative_energy_kcal_mol": 10.6}

No. 5
{"formula": "C3H7NOS", "method": "ωB97M-V/def2-TZVPD", "species": ["C", "C", "S", "C", "N", "O", "H", "H", "H", "H", "H", "H", "H"], "coordinates": [[-0.14, 0.15, 0.56], [-0.70, -0.10, -0.83], [-1.63, -1.63, -0.77], [1.17, 0.91, 0.51], [1.75, 1.20, 1.70], [1.63, 1.26, -0.55], [-0.87, 0.68, 1.17], [-0.04, -0.75, 1.20], [-1.39, 0.68, -1.16], [0.07, -0.25, -1.60], [-2.89, -1.15, -0.77], [2.18, 2.11, 1.71], [1.38, 0.85, 2.56]], "mulliken_spin": [0.047, -0.018, 0.857, 0.016, 0.029, 0.070, -0.006, 0.001, -0.008, 0.026, -0.011, 0.000, -0.002], "spin_multiplicity": 2, "max_force_ha_per_bohr": 0.0360, "total_charge": 1, "gap_ev": [10.6, 5.0], "relative_energy_kcal_mol": 3.4}

No. 6
{"formula": "H14NO10", "method": "ωB97M-V/def2-TZVPD", "species": ["N", "O", "O", "O", "O", "H", "H", "O", "H", "H", "O", "H", "H", "O", "H", "H", "O", "H", "H", "O", "H", "H", "O", "H", "H"], "coordinates": [[0.00, -0.29, -0.14], [-0.64, 0.47, 0.61], [1.13, 0.02, -0.65], [-0.53, -1.36, -0.54], [3.61, -0.50, 0.76], [4.33, 0.19, 0.74], [2.91, -0.28, 0.14], [0.95, -3.45, 0.46], [0.44, -2.66, 0.22], [0.78, -3.19, 1.30], [-2.51, -1.84, -2.22], [-2.86, -2.50, -1.80], [-1.72, -1.72, -1.63], [1.57, 2.42, 1.45], [1.88, 2.20, 2.36], [1.20, 1.66, 1.18], [-3.23, -0.08, -0.04], [-3.45, -0.69, -0.67], [-2.42, -0.02, 0.33], [-1.37, 2.72, 2.63], [-1.39, 3.69, 2.59], [-0.81, 2.50, 1.94], [0.80, 0.74, -3.28], [1.10, 0.45, -2.38], [0.23, 1.51, -3.36]], "nbo_charge": [0.733, -0.486, -0.571, -0.570, -0.973, 0.463, 0.501, -0.940, 0.475, 0.441, -0.952, 0.437, 0.492, -0.942, 0.462, 0.475, -0.984, 0.478, 0.484, -0.936, 0.454, 0.480, -1.003, 0.508, 0.472], "max_force_ha_per_bohr": 0.1521, "total_charge": -1, "gap_ev": 10.3, "relative_energy_kcal_mol": 50.8}

No. 7
{"formula": "C26H27N5O3S", "method": "ωB97M-V/def2-TZVPD", "species": ["C", "N", "C", "C", "C", "C", "C", "C", "N", "N", "C", "S", "C", "C", "O", "N", "C", "C", "C", "C", "C", "C", "O", "C", "C", "O", "N", "C", "C", "C", "C", "C", "C", "C", "C", "H", "H", "H", "H", "H", "H", "H", "H", "H", "H", "H", "H", "H", "H", "H", "H", "H", "H", "H", "H", "H", "H", "H", "H", "H", "H", "H"], "coordinates": [[-4.35, -2.79, 0.20], [-4.73, -1.48, 0.66], [-6.00, -1.02, 0.78], [-5.96, 0.26, 1.27], [-4.60, 0.58, 1.47], [-3.86, -0.51, 1.08], [-2.38, -0.72, 1.08], [-1.63, 0.56, 1.08], [-0.74, 0.89, 1.96], [-0.24, 2.09, 1.64], [-0.84, 2.48, 0.54], [-0.54, 3.96, -0.33], [0.95, 4.54, 0.55], [2.17, 3.75, 0.08], [2.90, 4.17, -0.79], [2.31, 2.58, 0.74], [3.21, 1.54, 0.50], [4.27, 1.64, -0.39], [5.12, 0.57, -0.57], [4.92, -0.62, 0.12], [3.83, -0.74, 0.99], [2.99, 0.35, 1.18], [3.55, -1.90, 1.66], [4.25, -3.02, 1.15], [5.71, -2.65, 0.92], [5.81, -1.65, -0.07], [-1.75, 1.55, 0.14], [-2.54, 1.58, -1.06], [-1.67, 1.28, -2.30], [-0.95, -0.02, -2.11], [0.35, -0.04, -1.60], [0.99, -1.24, -1.36], [0.35, -2.44, -1.63], [-0.93, -2.43, -2.15], [-1.58, -1.23, -2.39], [-3.75, -2.72, -0.71], [-3.78, -3.32, 0.96], [-5.25, -3.36, -0.02], [-6.84, -1.63, 0.50], [-6.80, 0.89, 1.47], [-4.21, 1.50, 1.85], [-2.08, -1.30, 0.20], [-2.07, -1.27, 1.97], [0.76, 4.45, 1.61], [1.05, 5.59, 0.25], [1.56, 2.35, 1.41], [4.44, 2.56, -0.93], [5.96, 0.63, -1.24], [2.15, 0.24, 1.85], [4.15, -3.81, 1.90], [3.80, -3.34, 0.20], [6.28, -3.51, 0.55], [6.15, -2.30, 1.86], [-3.34, 0.85, -0.96], [-2.98, 2.58, -1.16], [-2.33, 1.24, -3.17], [-0.96, 2.09, -2.44], [0.86, 0.89, -1.40], [1.99, -1.23, -0.97], [0.85, -3.38, -1.45], [-1.43, -3.36, -2.37], [-2.58, -1.22, -2.79]], "nbo_charge": [-0.400, -0.332, -0.061, -0.302, -0.302, 0.125, -0.492, 0.373, -0.286, -0.375, 0.188, 0.279, -0.601, 0.661, -0.612, -0.651, 0.219, -0.266, -0.225, 0.183, 0.291, -0.328, -0.497, -0.095, -0.096, -0.486, -0.380, -0.211, -0.438, -0.022, -0.232, -0.132, -0.237, -0.216, -0.231, 0.204, 0.207, 0.218, 0.206, 0.223, 0.224, 0.246, 0.257, 0.252, 0.258, 0.442, 0.255, 0.227, 0.239, 0.201, 0.173, 0.200, 0.179, 0.237, 0.221, 0.224, 0.229, 0.220, 0.212, 0.213, 0.212, 0.209], "max_force_ha_per_bohr": 0.0223, "total_charge": 0, "gap_ev": 8.3, "smiles": "Cn1cccc1Cc1nnc(SCC(=O)Nc2ccc3c(c2)OCCO3)n1CCc1ccccc1", "relative_energy_kcal_mol": 58.9}

No. 8
{"formula": "F6HNP2", "method": "ωB97M-V/def2-TZVPD", "species": ["F", "P", "F", "N", "P", "F", "F", "F", "F", "H"], "coordinates": [[0.36, 1.14, 2.85], [0.32, 1.23, 1.24], [1.05, 2.50, 0.45], [-0.69, -0.04, 0.45], [-0.11, -0.66, -0.98], [-0.33, -1.85, -2.01], [0.52, -1.69, 0.14], [1.13, 0.24, -1.52], [-1.32, -0.06, -1.72], [-0.91, -0.80, 1.11]], "nbo_charge": [-0.611, 1.721, -0.631, -1.358, 2.591, -0.526, -0.570, -0.511, -0.550, 0.447], "max_force_ha_per_bohr": 0.0691, "total_charge": 0, "gap_ev": 7.3, "smiles": "FP(F)NP(F)(F)(F)F", "relative_energy_kcal_mol": 0.0}